Record 1
{"formula": "C26H45Cl14NO4", "method": "the ωB97M-V functional and the def2-TZVPD basis", "smiles": "O=C(OCCCCn1cccc1)OC[C@@H]1CO1.ClCCCl.ClCCCl.ClCCCl.ClCCCl.ClCCCl.ClCCCl.ClCCCl", "max_force_ev_per_a": 6.71, "total_energy_ha": -7815.82247, "symbols": ["O", "H", "H", "C", "Cl", "Cl", "C", "C", "H", "Cl", "C", "H", "H", "H", "H", "Cl", "H", "H", "O", "H", "H", "H", "H", "H", "C", "C", "H", "C", "Cl", "C", "H", "C", "Cl", "H", "C", "H", "H", "C", "N", "H", "Cl", "C", "H", "C", "C", "Cl", "C", "C", "H", "C", "H", "H", "Cl", "C", "H", "H", "H", "O", "H", "Cl", "C", "H", "H", "H", "H", "H", "H", "C", "H", "Cl", "H", "C", "H", "H", "H", "H", "C", "H", "H", "C", "Cl", "Cl", "C", "C", "H", "Cl", "O", "H", "H", "C"], "coordinates": [[-2.708, 1.178, -1.400], [-3.040, 3.903, -7.047], [-4.404, 1.384, -2.766], [2.755, 3.860, 1.051], [2.675, -1.708, -3.497], [3.149, -10.072, -4.106], [2.839, 5.450, 3.156], [1.404, 6.104, 1.379], [3.612, 4.840, 3.722], [1.862, -7.781, 1.922], [-4.209, 2.445, -5.989], [-0.776, 2.256, -0.119], [0.528, -3.664, -3.550], [-4.660, 0.177, 0.344], [0.638, -0.615, -3.972], [-0.342, 8.683, 5.674], [3.277, -7.819, -3.472], [-1.510, -3.550, 1.014], [-0.397, 0.418, -1.074], [1.251, 3.741, -0.604], [-2.310, 9.942, 3.949], [3.180, 3.136, 1.839], [0.518, 3.534, 1.134], [-3.324, 1.852, -5.753], [4.857, -2.889, 2.895], [1.147, 7.231, 2.418], [3.558, 4.109, 0.262], [0.903, -1.530, -3.440], [-0.005, -9.447, -2.959], [-5.069, 0.520, -0.731], [-0.887, -2.645, -3.844], [-3.926, 0.673, -2.007], [3.790, -3.008, 4.316], [-6.871, 0.218, -2.273], [2.445, -8.481, -3.719], [2.243, 7.275, 4.557], [1.960, -8.098, -4.619], [-1.810, 0.140, -1.077], [2.354, 5.088, 1.838], [0.445, 8.134, 2.359], [0.420, -2.883, -5.776], [-0.027, -4.969, 0.385], [5.746, -3.483, 3.116], [-0.141, -8.014, 3.792], [1.480, -8.550, -2.553], [0.543, -2.576, 1.588], [-3.806, 3.879, -6.270], [-0.524, -3.547, 0.544], [-7.230, -0.482, -0.395], [-0.200, 1.272, 0.095], [1.896, -8.609, 4.114], [-0.609, -3.040, -0.418], [1.481, -5.049, -0.560], [-0.671, 10.393, 5.296], [1.982, 1.243, -0.553], [-0.476, -8.902, 3.253], [5.680, -0.967, 3.477], [-2.147, -1.031, -0.743], [-0.768, -5.564, -0.152], [-1.097, -6.627, 3.214], [0.187, -2.736, -4.014], [4.344, -3.346, 2.046], [0.155, -5.442, 1.349], [-1.279, 10.786, 6.114], [-0.384, -8.144, 4.848], [1.935, -9.026, -1.682], [0.632, -1.405, -2.390], [2.106, 6.751, 3.558], [-4.704, 1.991, -6.850], [3.882, -0.480, 2.027], [-0.643, 0.865, 1.067], [-1.409, 10.556, 3.983], [6.009, -1.439, 1.805], [1.172, -7.542, -2.267], [0.281, 10.927, 5.292], [1.672, -6.855, 4.086], [1.398, 3.265, 0.432], [-3.840, -0.362, -2.475], [-1.703, 11.599, 3.851], [1.352, -7.795, 3.631], [-0.394, 10.126, 2.583], [-5.172, 4.857, -6.863], [1.373, 1.652, 0.323], [5.258, -1.457, 2.598], [-3.404, 4.365, -5.379], [-5.305, 2.315, -4.590], [-6.266, 1.440, -0.815], [1.664, 1.123, 1.307], [0.871, 6.078, 0.358], [-6.558, -0.084, -1.222]], "atomic_forces_ev_per_a": [[2.187, -2.271, -0.680], [-0.096, -0.094, 0.046], [1.380, -0.784, 1.527], [-0.748, 0.021, 0.795], [0.022, 0.011, -0.043], [-0.017, -0.028, -0.024], [-2.992, 3.310, -0.845], [-0.297, 1.925, 2.199], [-1.332, 0.932, -1.008], [-0.076, 0.061, 0.039], [0.239, -0.029, -0.220], [0.961, -1.521, 0.340], [0.058, 0.147, -0.076], [-1.074, 1.017, -2.607], [0.080, -0.150, -0.008], [0.020, 0.019, -0.058], [-0.095, -0.071, 0.065], [0.099, -0.054, -0.040], [-3.269, 0.646, 0.944], [-0.092, -0.841, 1.548], [0.193, -0.014, 0.006], [-0.536, 1.048, -1.365], [1.574, -0.152, -1.193], [-0.039, 0.116, 0.009], [0.151, -0.031, -0.192], [3.752, -5.543, -0.402], [-1.343, -0.399, 1.226], [-0.252, -0.051, 0.133], [-0.015, -0.050, -0.002], [-2.803, -0.651, -2.223], [0.096, 0.076, 0.001], [-3.261, -0.794, 2.171], [-0.045, 0.011, -0.013], [0.360, -1.868, 1.269], [-0.062, 0.213, 0.065], [-0.137, -0.906, -1.588], [0.002, -0.136, 0.125], [-0.160, -3.525, 1.135], [-0.797, 2.963, 1.062], [1.506, -2.129, 0.098], [0.021, -0.024, -0.048], [-0.282, 0.065, 0.196], [-0.040, 0.131, 0.008], [0.186, -0.244, 0.099], [0.168, 0.206, 0.065], [0.101, 0.056, -0.001], [0.147, -0.060, 0.045], [-0.134, -0.171, -0.224], [0.919, 0.150, -1.670], [0.692, 2.310, 0.552], [-0.122, 0.028, -0.054], [0.045, -0.010, 0.178], [0.160, 0.051, -0.151], [-0.033, 0.165, 0.019], [-0.748, 0.559, 1.273], [0.071, 0.172, -0.022], [-0.155, -0.081, -0.067], [0.683, 4.689, -1.781], [0.035, 0.101, 0.019], [-0.099, -0.045, 0.095], [-0.034, 0.033, 0.238], [-0.036, 0.139, 0.121], [0.117, 0.127, -0.218], [-0.022, -0.037, -0.130], [0.092, 0.066, -0.078], [-0.053, -0.023, -0.168], [0.018, -0.072, -0.095], [0.151, -1.895, -2.356], [-0.023, 0.132, 0.140], [-0.019, 0.028, 0.010], [0.583, -0.040, -1.493], [-0.190, 0.127, 0.206], [-0.109, -0.076, 0.033], [0.070, -0.072, -0.086], [-0.100, -0.128, -0.085], [-0.100, -0.064, -0.140], [0.524, -0.723, 0.211], [0.351, 1.422, 0.798], [0.096, -0.074, 0.044], [-0.045, -0.044, 0.226], [-0.240, 0.556, 0.038], [-0.004, -0.019, 0.042], [-1.431, -0.053, -0.140], [0.202, -0.130, 0.067], [-0.144, -0.084, -0.072], [-0.318, 0.259, -0.369], [2.648, -3.263, 0.675], [-0.109, 1.076, -1.623], [1.252, -0.386, 1.850], [2.117, 4.746, 1.604]]}

***

Record 2
{"formula": "C26H45F4N9NiO4Si", "method": "the ωB97M-V functional and the def2-TZVPD basis", "relative_energy_kj_mol": 11.4, "max_force_ev_per_a": 0.89, "spin_multiplicity": 3, "symbols": ["C", "N", "H", "H", "O", "H", "H", "C", "H", "H", "H", "C", "N", "H", "H", "H", "H", "F", "H", "H", "H", "O", "C", "C", "H", "F", "H", "C", "H", "H", "C", "H", "H", "C", "H", "H", "C", "H", "C", "H", "H", "H", "C", "C", "C", "N", "H", "C", "H", "N", "O", "H", "C", "H", "C", "H", "C", "H", "H", "H", "H", "N", "Ni", "C", "O", "C", "Si", "C", "C", "H", "C", "C", "H", "N", "C", "N", "H", "N", "F", "H", "H", "C", "C", "N", "H", "H", "H", "H", "H", "F"], "coordinates": [[4.141, 4.543, -1.876], [-3.936, 1.075, -0.073], [2.774, 0.859, 0.579], [-2.077, -2.578, -1.719], [0.533, 4.193, -0.001], [-1.806, -0.522, -2.677], [0.196, 3.114, 2.432], [1.525, -0.538, -2.724], [5.079, 4.069, 0.655], [1.575, 3.860, -4.926], [5.300, 2.243, -2.643], [-2.114, 1.990, -0.016], [3.373, -2.254, 1.263], [2.884, 5.191, 0.895], [5.138, 4.741, -2.272], [-0.648, 6.371, 0.803], [6.220, 3.373, -0.511], [-0.605, -0.364, 1.953], [0.929, 5.880, -1.922], [5.243, 2.312, 0.523], [1.849, 5.797, -3.438], [0.723, 1.575, -0.423], [-0.808, -0.241, -3.004], [-1.757, -1.749, 3.510], [1.459, -3.099, 0.790], [-3.545, -4.808, 2.966], [2.319, -0.938, -2.095], [-1.105, -2.783, -1.249], [-0.054, 4.473, -5.281], [-0.684, 0.835, -2.918], [0.524, 3.810, -4.636], [1.239, 4.268, 3.293], [1.816, 6.497, 0.339], [5.243, 3.246, -0.043], [-2.855, -3.089, 4.793], [0.170, 6.358, -3.453], [-2.792, -3.721, 2.735], [-1.680, 4.931, -3.311], [3.857, -0.967, 1.219], [-1.316, 2.710, 0.044], [2.150, 6.303, 2.069], [3.844, 5.375, -1.236], [-0.458, 5.637, 1.587], [0.365, 4.222, -3.174], [4.377, 2.078, -2.086], [-3.099, 0.122, -0.346], [-5.802, 1.657, -0.227], [-1.120, 4.157, -2.786], [1.923, 3.180, 2.061], [0.212, -0.884, -2.168], [2.921, 3.027, -0.402], [-1.546, 3.187, -3.047], [-1.526, -2.378, 1.133], [1.621, 0.543, -2.756], [4.140, 3.225, -1.099], [-5.532, 0.001, -0.434], [2.829, -0.201, 0.761], [4.861, -0.724, 1.518], [-0.690, -0.537, -4.056], [-0.153, -2.696, -3.201], [3.883, -3.062, 1.568], [-1.919, 0.696, -0.312], [-0.060, -0.234, -0.154], [1.054, 3.781, 2.335], [1.161, 3.303, -2.422], [-2.341, -3.494, 1.453], [1.320, 2.974, -0.800], [1.992, 5.767, 1.132], [0.791, 4.825, 1.248], [0.963, -2.794, -1.823], [2.092, -2.228, 0.840], [0.865, 5.659, -2.987], [3.437, 4.473, -2.704], [-0.950, -2.050, -0.015], [0.032, -2.346, -2.177], [-3.403, 2.254, 0.141], [-0.322, 6.162, 2.533], [-5.279, 0.844, 0.060], [-2.704, -4.364, 0.481], [3.538, 2.036, -2.784], [1.631, -0.941, -3.740], [-2.504, -2.880, 3.795], [-1.305, -1.512, 2.241], [1.739, -1.006, 0.524], [4.442, 1.126, -1.558], [0.175, 2.785, -4.778], [-1.329, 4.984, 1.669], [-1.041, -3.866, -1.109], [-1.221, 4.311, -1.715], [-1.479, -0.877, 4.491]], "atomic_forces_ev_per_a": [[-0.143, -0.117, 0.087], [0.400, -0.013, -0.241], [0.043, 0.022, -0.027], [-0.004, -0.051, -0.031], [0.038, 0.154, -0.196], [-0.008, 0.013, 0.058], [0.013, -0.001, 0.032], [0.033, -0.032, 0.032], [0.016, -0.003, 0.006], [-0.010, 0.000, -0.010], [0.008, -0.037, -0.025], [0.059, -0.142, -0.186], [0.005, 0.053, -0.004], [0.047, 0.051, 0.014], [0.000, 0.014, -0.018], [-0.008, -0.004, 0.001], [0.007, -0.005, 0.007], [-0.099, 0.092, 0.828], [-0.016, 0.081, 0.028], [-0.011, -0.005, -0.002], [0.000, -0.014, 0.025], [-0.094, -0.245, 0.143], [0.023, -0.043, -0.077], [-0.067, -0.093, -0.002], [-0.037, 0.041, -0.019], [-0.036, -0.103, -0.071], [-0.043, -0.020, 0.019], [-0.020, 0.142, 0.065], [0.010, -0.010, -0.039], [-0.064, 0.114, -0.005], [0.022, 0.008, 0.113], [0.013, -0.017, 0.026], [0.029, 0.018, -0.014], [-0.142, 0.001, -0.015], [-0.015, 0.007, -0.008], [0.027, 0.030, -0.014], [0.068, 0.167, 0.170], [-0.006, -0.017, -0.012], [-0.014, 0.111, -0.006], [-0.024, -0.003, 0.141], [-0.005, -0.011, 0.014], [0.019, 0.003, 0.022], [0.062, -0.090, -0.092], [-0.109, 0.139, -0.235], [-0.224, 0.105, 0.182], [-0.278, -0.036, 0.073], [0.062, 0.084, -0.181], [0.349, -0.207, 0.083], [0.033, -0.007, 0.084], [0.029, -0.005, -0.449], [0.004, 0.071, 0.030], [0.007, -0.070, 0.023], [-0.126, -0.174, 0.299], [-0.007, 0.112, 0.023], [0.382, 0.041, -0.228], [0.065, -0.005, -0.130], [0.182, -0.075, 0.058], [-0.022, 0.010, -0.010], [0.017, 0.006, 0.024], [0.083, -0.031, -0.009], [-0.047, -0.077, 0.010], [-0.115, 0.522, 0.118], [0.342, -0.303, -0.767], [-0.079, -0.052, -0.270], [-0.075, 0.083, 0.171], [0.063, 0.129, -0.015], [-0.081, -0.064, -0.248], [-0.115, -0.174, -0.138], [-0.009, 0.187, 0.394], [0.031, 0.046, -0.011], [-0.070, -0.077, 0.012], [0.010, -0.216, 0.101], [0.020, 0.059, -0.014], [0.195, 0.077, -0.039], [-0.222, -0.089, 0.240], [-0.197, 0.067, 0.056], [-0.030, 0.002, 0.014], [-0.396, -0.151, 0.479], [0.010, -0.062, -0.042], [0.059, -0.028, -0.064], [0.009, 0.000, 0.018], [-0.051, -0.034, 0.024], [-0.046, -0.093, -0.430], [0.306, 0.117, 0.048], [0.007, -0.062, 0.021], [-0.008, 0.006, -0.005], [0.013, -0.003, 0.009], [-0.009, -0.007, -0.109], [-0.094, 0.096, 0.089], [0.059, 0.095, -0.006]]}